Computed, not measured: a 5-piece molecular cluster, C26H64FN4S overall, with wB97M-V/def2-TZVPD.

Output
calculated total energy: -1745.64514 Eh
frontier orbital gap: 4.090 eV
total charge: +1
largest force on an atom: 1.731 eV/Å

Last column: Löwdin charge in e.
Atoms and positions in Å:
C -0.793 0.098 -0.993  0.088
C -0.278 0.686 -2.086  -0.345
S 1.450 0.921 -2.247  1.179
F 1.915 1.041 -0.779  -0.270
H -1.660 0.571 -0.543  0.090
H -0.390 -0.794 -0.528  0.085
H -0.866 1.072 -2.908  0.095
H 2.035 -0.218 -2.731  0.022
C 3.885 -5.068 1.764  -0.084
C 2.994 -5.337 0.561  -0.268
N 1.675 -4.739 0.672  -0.196
C 0.742 -5.210 -0.338  -0.240
C 1.034 -4.876 -1.810  -0.088
C 1.652 -3.318 0.935  -0.244
C 2.348 -2.393 -0.077  -0.092
H 3.407 -5.399 2.686  0.084
H 4.823 -5.612 1.654  0.077
H 4.136 -4.011 1.865  0.064
H 2.865 -6.418 0.472  0.122
H 3.525 -5.014 -0.350  0.101
H -0.258 -4.846 -0.086  0.113
H 0.681 -6.297 -0.246  0.115
H 0.810 -3.834 -2.047  0.044
H 0.403 -5.489 -2.456  0.077
H 2.070 -5.078 -2.081  0.061
H 2.102 -3.142 1.914  0.107
H 0.611 -3.004 1.055  0.111
H 3.315 -2.781 -0.399  0.074
H 2.527 -1.416 0.381  0.063
H 1.729 -2.228 -0.965  0.027
C -2.748 2.493 2.904  -0.087
C -3.742 2.432 1.754  -0.280
N -4.651 1.307 1.831  -0.203
C -5.418 1.105 0.613  -0.255
C -6.412 2.194 0.190  -0.081
C -5.397 1.186 3.075  -0.242
C -6.291 2.360 3.496  -0.076
H -2.178 1.564 2.982  0.079
H -2.043 3.309 2.740  0.060
H -3.238 2.679 3.859  0.063
H -3.170 2.343 0.822  0.101
H -4.270 3.397 1.699  0.105
H -5.950 0.154 0.691  0.113
H -4.702 0.966 -0.207  0.096
H -7.314 2.179 0.798  0.059
H -6.722 2.024 -0.843  0.072
H -5.977 3.193 0.239  0.067
H -4.683 0.998 3.879  0.101
H -5.999 0.276 3.027  0.116
H -5.801 3.325 3.356  0.068
H -6.534 2.270 4.555  0.075
H -7.234 2.372 2.954  0.057
C 1.232 8.703 5.622  -0.089
C 0.022 7.794 5.468  -0.273
N 0.177 6.799 4.421  -0.201
C -1.058 6.112 4.097  -0.254
C -1.706 5.229 5.172  -0.089
C 1.358 5.960 4.522  -0.251
C 1.545 5.122 5.794  -0.082
H 1.474 9.194 4.679  0.080
H 1.017 9.475 6.361  0.075
H 2.113 8.161 5.968  0.065
H -0.838 8.418 5.212  0.119
H -0.204 7.341 6.446  0.102
H -0.895 5.508 3.198  0.098
H -1.788 6.872 3.800  0.111
H -1.176 4.285 5.295  0.054
H -2.728 4.984 4.876  0.061
H -1.759 5.727 6.140  0.069
H 2.236 6.600 4.406  0.100
H 1.385 5.299 3.650  0.109
H 1.316 5.687 6.698  0.069
H 2.585 4.797 5.869  0.071
H 0.931 4.222 5.787  0.053
C 1.879 -2.292 -5.432  -0.096
C 2.606 -3.626 -5.530  -0.276
N 1.921 -4.581 -6.371  -0.198
C 2.459 -5.929 -6.259  -0.244
C 3.897 -6.176 -6.728  -0.080
C 1.616 -4.131 -7.720  -0.243
C 2.782 -3.690 -8.615  -0.078
H 0.853 -2.432 -5.082  0.077
H 2.404 -1.647 -4.716  0.046
H 1.852 -1.762 -6.383  0.068
H 2.676 -4.049 -4.524  0.106
H 3.641 -3.437 -5.857  0.105
H 1.791 -6.613 -6.788  0.115
H 2.391 -6.221 -5.206  0.105
H 3.973 -6.202 -7.814  0.058
H 4.237 -7.146 -6.363  0.074
H 4.592 -5.425 -6.350  0.066
H 0.910 -3.299 -7.648  0.099
H 1.054 -4.919 -8.225  0.118
H 3.500 -3.063 -8.083  0.067
H 2.399 -3.105 -9.453  0.074
H 3.316 -4.538 -9.039  0.058